[1]
Below is a 2-piece molecular cluster, C5H15N2O overall at a distorted geometry, with properties calculated with ωB97M-V/def2-TZVPD.

The geometry in XYZ format:
```
23
Properties=species:S:1:pos:R:3:forces:R:3:nbo_charge:R:1
N 0.8821 1.5890 1.2782 -0.0406 1.9313 0.8308 -0.71
C 0.3457 0.5441 0.4042 -5.0802 0.0892 0.2808 -0.07
C -1.1765 0.1694 1.0290 3.1695 4.1291 3.7555 -0.44
C -1.9258 -0.1404 -0.0678 -4.9868 -3.2963 -3.8723 -0.24
C -2.5268 -1.3656 -0.2595 0.7312 2.9291 -2.6741 -0.34
C 1.1567 -0.7024 0.2461 1.5974 -0.0817 0.1379 -0.27
N 2.5725 -0.2403 0.4288 -5.7829 1.7709 0.9105 -0.84
H 1.9165 1.4690 1.4162 -0.3865 0.0931 -0.7332 0.47
H 0.5716 2.5873 0.9561 0.9555 -2.3083 0.8720 0.46
H 0.4724 1.3990 2.2069 0.1995 0.5880 -0.3021 0.44
H 0.0045 0.9503 -0.5734 1.1713 0.0998 0.5533 0.25
H -1.0464 -0.4757 1.8536 0.2139 -1.8837 0.3475 0.22
H -1.7029 1.0064 1.6585 1.2795 -0.2480 -1.4296 0.21
H -2.1735 0.7264 -0.7477 0.7418 -1.3686 0.1939 0.23
H -2.6760 -2.0891 0.4778 0.5191 -1.1176 1.1738 0.20
H -2.8905 -1.6400 -1.2842 -0.1831 0.5579 1.2234 0.21
H 0.8982 -1.0049 -0.8059 0.5371 -0.4401 1.1944 0.25
H 0.9583 -1.4989 1.0400 0.0341 1.0606 -1.2740 0.22
H 2.9725 0.0984 -0.3418 1.8869 1.4089 -3.8361 0.37
H 3.1138 -0.8344 0.8634 3.3898 -3.9313 2.6170 0.37
H -0.0483 -0.9545 -3.2577 -0.1343 1.1104 0.6200 0.48
H 0.3232 0.4358 -3.6172 0.9901 1.6232 -2.0509 0.48
O -0.0211 -0.0290 -2.9036 -0.8222 -2.7157 1.4617 -0.95
```
Forces are in eV/Å.

Computed properties:
Total energy in eV: -10446.932
ΔE to the lowest compared entry with this formula, charge and spin in kcal per mole: 83.7
Lowest unoccupied orbital energy in eV: -3.214
Net charge: +1

[2]
Below is C28H21GeIPtTe4 as an isolated structure at a distorted geometry, with properties calculated with ωB97M-V/def2-TZVPD.

The geometry in XYZ format:
```
56
Properties=species:S:1:pos:R:3:forces:R:3:nbo_charge:R:1
Pt -0.2438 -1.3551 -0.0031 0.1696 0.0421 -0.0841 0.14
I -2.2788 0.2970 -0.3310 -0.0984 -0.4628 0.0734 0.37
C -3.6392 -1.2997 -0.2892 0.0190 0.1501 0.0273 -0.10
C -4.9712 -1.0246 -0.3841 -0.0164 0.0014 -0.0200 -0.27
C -5.8956 -2.0884 -0.3448 0.0045 -0.0020 0.0082 -0.22
C -5.4422 -3.3680 -0.2186 0.0044 0.0195 -0.0094 -0.21
C -4.0577 -3.6546 -0.1218 0.0104 -0.0350 0.0101 0.03
C -3.6145 -4.9917 0.0072 -0.0399 0.0097 -0.0053 -0.24
C -2.2827 -5.2535 0.1145 0.0426 0.0003 -0.0012 -0.20
C -1.3462 -4.1979 0.1046 -0.0590 -0.0286 -0.0122 -0.25
C -1.6894 -2.8720 -0.0189 0.1008 0.1373 -0.0105 -0.26
C -3.0978 -2.6007 -0.1445 0.0036 -0.0704 0.0190 -0.16
H -5.3196 -0.0054 -0.4865 0.0012 0.0013 -0.0007 0.21
H -6.9555 -1.8785 -0.4113 -0.0010 -0.0038 -0.0095 0.21
H -6.1401 -4.1969 -0.1854 0.0010 -0.0022 -0.0076 0.20
H -4.3501 -5.7877 0.0181 0.0050 -0.0045 0.0043 0.20
H -1.9292 -6.2735 0.2114 -0.0008 -0.0007 0.0066 0.21
H -0.3039 -4.4616 0.2017 -0.0307 0.0217 0.0055 0.19
Te 2.1442 -2.1177 0.2488 -0.0509 -0.3291 0.1032 -0.19
Te 4.7864 -5.5857 0.9263 -0.2412 0.3016 -0.0657 -0.20
Te 2.3028 -7.8792 0.5700 -0.1243 -0.3315 -0.0093 -0.27
Te 2.2664 -5.0171 0.4213 0.3552 -0.2120 0.0720 0.17
C -0.6918 2.9200 3.8254 0.0016 0.0034 -0.0105 -0.23
C -0.0344 1.7002 3.9265 -0.0001 -0.0106 0.0067 -0.20
C 0.4763 1.0884 2.7909 0.0044 0.0319 0.0402 -0.25
C 0.3552 1.6833 1.5341 0.0114 -0.0504 -0.2174 -0.32
C -0.3116 2.9032 1.4488 -0.0018 0.0161 -0.0366 -0.26
C -0.8325 3.5187 2.5824 -0.0089 -0.0138 0.0071 -0.22
Ge 1.1613 0.6694 0.0120 0.1970 1.1134 -0.0898 1.01
C 3.0530 1.2798 0.2128 0.0828 -0.2796 -0.1212 -0.41
C 3.3628 2.3689 1.0245 0.0293 -0.0533 0.1096 -0.23
C 4.6259 2.9524 0.9989 -0.0117 0.0065 0.0125 -0.22
C 5.6093 2.4563 0.1587 -0.0087 -0.0187 -0.0018 -0.22
C 5.3207 1.3689 -0.6561 0.0099 0.0005 0.0222 -0.24
C 4.0592 0.7947 -0.6284 -0.0242 -0.0155 -0.0046 -0.15
C 0.8201 1.6203 -1.7113 -0.4954 0.1109 0.2985 -0.43
C 0.2652 0.9591 -2.8066 0.1033 -0.0508 -0.0050 -0.22
C -0.1422 1.6549 -3.9379 0.0211 0.0139 -0.0175 -0.21
C -0.0264 3.0369 -3.9831 0.0018 -0.0057 0.0080 -0.22
C 0.5385 3.7133 -2.9095 0.0235 -0.0067 -0.0172 -0.24
C 0.9634 3.0074 -1.7918 0.2200 -0.0377 -0.0816 -0.16
H -1.0941 3.3986 4.7099 -0.0038 -0.0052 0.0022 0.20
H 0.0752 1.2198 4.8915 -0.0036 0.0074 0.0048 0.21
H 0.9780 0.1299 2.8834 -0.0181 -0.0072 -0.0049 0.22
H -0.4319 3.3903 0.4870 0.0015 -0.0064 -0.0060 0.21
H -1.3483 4.4676 2.4924 -0.0009 -0.0001 -0.0017 0.20
H 2.6194 2.7713 1.7020 -0.0343 0.0078 -0.0287 0.21
H 4.8352 3.8004 1.6405 0.0090 -0.0078 0.0065 0.20
H 6.5936 2.9083 0.1412 -0.0016 0.0032 -0.0083 0.20
H 6.0792 0.9656 -1.3162 0.0035 0.0048 0.0036 0.20
H 3.8582 -0.0506 -1.2769 -0.0237 0.0223 -0.0254 0.21
H 0.1537 -0.1197 -2.7724 -0.0670 0.0114 0.0326 0.23
H -0.5655 1.1172 -4.7779 -0.0012 0.0017 -0.0020 0.20
H -0.3702 3.5851 -4.8520 0.0182 -0.0016 -0.0099 0.20
H 0.6502 4.7907 -2.9440 0.0028 -0.0006 -0.0024 0.20
H 1.4532 3.5421 -0.9837 -0.0906 0.0139 0.0439 0.20
```
Forces are in eV/Å.

Computed properties:
Total energy in eV: -126414.566
ΔE to the lowest compared entry with this formula, charge and spin in kcal per mole: 4.8
Lowest unoccupied orbital energy (alpha / beta) in eV: 1.877 / 0.425
Expectation value of S²: 3.80
Net charge: -1
Multiplicity: 4

[3]
Below is an isolated ion of composition C3H2N3O and charge +1 at a distorted geometry, with properties calculated with ωB97M-V/def2-TZVPD.

The geometry in XYZ format:
```
9
Properties=species:S:1:pos:R:3:forces:R:3:nbo_charge:R:1
C -0.3505 -0.6309 -0.7361 -0.6718 1.3672 0.7634 0.02
C 1.4556 -0.6693 0.3782 -0.2036 -0.8454 -0.8921 0.40
C -0.3217 0.3937 0.1931 -3.0370 0.8263 -1.4622 0.30
N -2.2763 2.1857 0.2580 0.3627 -0.3643 0.1005 0.37
N 0.8045 -1.2788 -0.5720 1.0151 -0.5798 0.1867 -0.39
N -1.4468 1.4720 0.3042 2.8025 -1.9628 0.1199 0.13
O 0.8087 0.3807 0.8874 -0.2093 1.2642 0.9326 -0.35
H -1.0995 -0.8997 -1.4579 -0.1391 0.0028 -0.0732 0.27
H 2.4259 -0.9535 0.7450 0.0804 0.2917 0.3244 0.25
```
Forces are in eV/Å.

Computed properties:
Total energy in eV: -9650.521
ΔE to the lowest compared entry with this formula, charge and spin in kcal per mole: 23.1
Lowest unoccupied orbital energy in eV: -6.169
Net charge: +1

> Which of these has the lowest ΔE to the lowest compared entry with this formula, charge and spin?

C28H21GeIPtTe4

> What is the total energy in the first record?

-10446.932 eV